{"formula": "C32H40Cl8F32O6", "method": "the ωB97M-V functional and the def2-TZVPD basis", "symbols": ["F", "Cl", "F", "Cl", "H", "H", "C", "Cl", "C", "C", "H", "F", "F", "F", "H", "H", "C", "F", "F", "H", "H", "C", "F", "C", "H", "H", "F", "Cl", "H", "C", "H", "F", "O", "H", "H", "C", "H", "O", "H", "Cl", "C", "C", "F", "F", "F", "H", "C", "C", "C", "C", "Cl", "H", "C", "H", "H", "H", "H", "F", "Cl", "C", "C", "H", "O", "H", "F", "C", "F", "F", "H", "C", "H", "F", "H", "Cl", "O", "F", "F", "F", "C", "C", "C", "H", "F", "C", "C", "C", "H", "H", "H", "C", "H", "F", "H", "C", "F", "F", "H", "F", "F", "C", "C", "F", "C", "F", "O", "O", "F", "H", "H", "H", "H", "H", "H", "F", "C", "F", "H", "C"], "xyz": [[-0.505, -2.725, -7.032], [5.625, -1.452, -1.727], [6.093, 1.185, 3.665], [-0.105, -3.292, 0.358], [2.369, 1.304, 0.481], [-6.084, -1.855, 1.246], [1.004, -2.937, 4.104], [1.336, -4.228, -2.053], [2.446, 4.103, 3.105], [2.525, 4.126, -4.334], [1.748, 0.571, -2.139], [-2.386, -3.969, 3.059], [-3.688, -3.635, 6.134], [-4.935, -3.001, 3.615], [-4.784, -2.027, -3.029], [1.438, -2.161, -0.990], [0.494, 0.084, 0.806], [-5.688, -4.090, 1.867], [1.037, -1.958, -3.970], [-0.147, -2.382, -1.775], [0.044, 0.967, 1.290], [0.661, -1.764, -5.261], [4.395, 0.462, 2.506], [-5.065, -1.481, 1.312], [-2.477, -0.889, 0.335], [0.152, -3.350, 3.555], [5.039, 3.700, 3.814], [-2.445, 3.156, -2.619], [5.120, -0.910, 0.521], [6.347, 2.159, -1.419], [5.532, 2.030, 1.991], [-3.036, -2.194, 8.245], [-4.124, -2.518, 1.620], [0.820, 5.740, -6.413], [2.400, 4.308, 4.176], [4.246, 2.634, 3.583], [1.192, 2.064, -1.519], [-0.401, -0.407, -0.177], [1.451, 2.625, 0.925], [7.707, 2.216, -0.300], [-3.997, -1.791, -3.750], [-3.499, -4.561, 2.559], [1.577, 4.548, 0.462], [0.321, 4.986, 2.930], [-3.866, -5.548, 3.404], [0.958, 2.966, -5.082], [0.627, -2.849, -1.182], [0.023, -3.040, -5.822], [5.344, -1.826, -0.011], [-4.599, -3.516, 2.410], [4.817, 2.441, -0.579], [-2.816, -2.277, 4.949], [-1.042, -2.420, 7.068], [-0.988, 1.254, -1.214], [-1.015, -3.376, 7.592], [-3.268, -5.045, 1.608], [-0.680, -4.142, -4.073], [-2.427, -0.505, 7.027], [3.895, -2.854, 0.126], [-3.758, 4.229, -3.139], [0.678, -3.020, 5.592], [2.441, -0.265, -0.126], [-2.011, -2.612, -4.714], [1.578, -1.532, -5.813], [-4.559, -1.736, -4.978], [1.217, 5.746, -5.398], [-4.529, -1.867, -0.929], [-2.346, -2.952, -2.523], [-4.243, 3.790, -4.002], [-4.629, -0.867, -0.007], [-0.403, -1.766, 7.667], [1.010, -3.939, -6.026], [6.337, 1.210, -1.942], [-3.157, 5.834, -3.611], [-0.558, -2.459, 5.731], [-4.442, -1.587, 5.850], [-3.488, -0.582, -3.453], [1.153, -1.653, 3.715], [5.062, 1.570, 2.863], [1.158, 0.992, -1.321], [1.081, 3.649, -4.239], [2.910, 4.585, -3.413], [0.481, 2.822, 3.335], [-1.074, -3.634, -4.956], [0.942, 3.565, 1.149], [-3.273, -0.185, 0.093], [0.869, 3.144, -3.301], [1.276, 6.767, -5.016], [-0.470, -0.075, -2.250], [-2.447, -1.859, 7.068], [-4.976, -0.746, 2.112], [-3.259, 0.709, 1.124], [6.484, 2.954, -2.146], [1.013, 3.854, 2.653], [0.691, -4.288, 6.037], [1.593, -2.346, 6.332], [-1.478, -4.466, -5.548], [3.752, 2.196, 4.752], [2.099, -3.631, 3.749], [0.305, 4.933, -4.463], [-3.328, -2.355, 5.908], [-0.339, 3.521, 0.737], [1.725, 0.542, 0.041], [-3.527, -4.062, -3.990], [2.513, 5.155, -5.321], [3.242, 2.991, 2.725], [-2.982, 0.459, -1.055], [0.119, 5.480, -3.537], [2.841, 4.989, 2.609], [-0.684, 4.698, -4.854], [-4.456, 4.327, -2.318], [6.176, -2.394, 0.382], [3.201, 3.301, -4.570], [-5.584, -0.022, -0.452], [-2.926, -2.873, -3.735], [-0.149, -0.692, -5.342], [0.680, -0.640, 1.594], [-0.274, 0.438, -1.307]], "atomic_forces_ev_per_a": [[0.127, 0.021, -0.079], [0.179, 0.078, 0.158], [-0.266, -0.030, 0.291], [-0.012, -0.469, 0.236], [-0.304, -0.103, 0.366], [0.021, -0.030, -0.176], [-0.809, -0.583, -1.107], [-0.236, -0.092, 0.214], [-0.190, 0.519, 0.014], [-0.061, 0.411, 0.595], [-0.068, -0.175, 0.076], [-0.025, 0.092, 0.037], [0.091, -0.071, 0.072], [-0.371, -0.367, 0.000], [0.152, -0.054, -0.109], [-0.002, 0.055, 0.045], [0.120, 1.155, 0.440], [-0.234, -0.165, 0.212], [-0.409, 0.064, 0.063], [0.067, -0.138, -0.151], [-0.107, -0.168, 0.019], [1.105, 0.341, -0.485], [-0.585, 0.143, 0.130], [0.283, 0.235, 0.633], [-0.128, -0.252, -0.386], [0.027, -0.029, 0.036], [0.179, -0.091, 0.373], [-0.101, 0.106, -0.086], [0.268, 0.045, 0.025], [0.189, 0.367, -0.400], [-0.339, -0.049, -0.156], [0.054, -0.068, 0.038], [-0.053, -0.371, -0.402], [0.385, 0.021, -0.163], [0.212, -0.353, 0.059], [-1.055, -0.158, -0.711], [-0.173, 0.102, 0.457], [0.306, -0.351, -0.160], [-0.347, 0.279, 0.095], [0.093, -0.145, 0.073], [-0.922, 0.134, 0.290], [0.385, -0.809, -0.199], [-0.016, 0.230, 0.075], [-0.214, -0.116, 0.099], [-0.242, 0.311, 0.188], [-0.366, -0.106, 0.137], [0.142, 0.125, -0.130], [-0.633, 0.550, 0.464], [-0.733, -0.267, -0.298], [0.429, 0.790, -0.094], [-0.145, -0.142, -0.158], [0.039, -0.074, 0.034], [0.518, 0.326, 0.775], [0.072, 0.080, -0.043], [-0.242, -0.280, -0.516], [0.061, 0.343, -0.143], [0.180, 0.649, 0.269], [0.207, 0.050, -0.250], [0.136, 0.002, 0.178], [0.125, -0.006, -0.076], [0.062, 0.836, 0.327], [-0.226, -0.333, 0.043], [-0.247, 0.092, 0.565], [-0.096, -0.105, -0.141], [0.171, -0.020, -0.150], [-0.484, -0.187, 0.803], [0.097, 0.035, 0.016], [-0.039, -0.130, 0.223], [0.066, -0.038, -0.023], [-0.207, -0.345, 0.269], [-0.180, 0.215, -0.070], [-0.007, -0.142, 0.145], [-0.143, -0.147, 0.303], [-0.173, -0.139, 0.125], [0.055, -0.410, 0.050], [-0.063, -0.120, 0.217], [0.289, -0.088, -0.145], [0.221, 0.152, 0.357], [1.860, 0.146, -0.246], [0.366, -0.328, -0.176], [0.783, 0.116, -0.085], [-0.257, -0.205, 0.223], [-0.209, -0.068, -0.044], [0.491, -1.333, -0.593], [0.139, -0.377, 0.071], [0.769, -0.148, 0.351], [-0.138, -0.045, -0.032], [0.042, 0.140, -0.316], [-0.319, -0.390, 0.275], [-0.327, -0.116, 0.099], [-0.310, 0.185, -0.165], [-0.440, 0.246, -0.223], [-0.069, 0.081, 0.116], [0.796, 0.568, -0.402], [0.063, -0.210, -0.195], [0.072, -0.098, -0.041], [-0.358, 0.309, -0.109], [0.179, 0.152, 0.193], [0.259, 0.086, 0.469], [-0.481, -0.122, 0.093], [-0.005, 0.443, -0.235], [-0.151, -0.022, -0.006], [0.860, -0.197, -0.732], [-0.092, -0.109, 0.422], [0.223, -0.407, -0.637], [-0.002, -0.408, 0.268], [-0.554, -0.073, 0.270], [0.204, -0.141, 0.112], [-0.167, 0.056, -0.024], [0.067, 0.249, -0.277], [0.061, 0.133, 0.040], [0.129, 0.177, 0.002], [0.113, 0.259, -0.486], [0.017, 0.178, 0.158], [0.484, 0.116, -1.274], [-0.202, -0.152, 0.205], [-0.059, -0.332, -0.253], [0.307, 1.005, -0.513]], "lowdin_charge": [0.1272, 0.5253, 0.0877, 0.6022, 0.0560, 0.1524, -0.3017, 0.5596, -0.0474, -0.2125, 0.1100, 0.0807, 0.1058, 0.1497, 0.1567, -0.0246, -0.1742, 0.1584, 0.0490, -0.0048, 0.1183, -0.2901, 0.1060, -0.0243, 0.1537, 0.1489, 0.1591, 0.5671, -0.0022, -1.0113, 0.1056, 0.1194, 0.0323, 0.1157, 0.1564, -0.5537, 0.0876, -0.2146, 0.1109, 0.5307, -0.2977, -0.2739, 0.0921, 0.1286, 0.1069, 0.1206, -1.0248, -0.4523, -0.9542, -0.5536, 0.5743, 0.1498, -0.0440, 0.0663, 0.1531, 0.1772, 0.1141, 0.1257, 0.5422, -0.9831, -0.5463, 0.0793, 0.0537, 0.1734, 0.1087, -0.1872, 0.1039, 0.1459, 0.0256, -0.4306, 0.1515, 0.1260, -0.0233, 0.5171, 0.0313, 0.0903, 0.1059, 0.0995, -0.3097, -0.1265, -0.1702, 0.1162, 0.1403, -0.0670, -0.3151, -0.2919, 0.0801, 0.1139, 0.1190, -0.4402, 0.1501, 0.0916, 0.0279, -0.4515, 0.1612, 0.1472, 0.1536, 0.1698, 0.1069, -0.1947, -0.3123, 0.1058, -0.1660, 0.1493, -0.1386, 0.0214, 0.0598, 0.1021, 0.1497, 0.0749, 0.0267, 0.0308, 0.1141, 0.1384, -0.5389, 0.1048, 0.1004, -0.1968], "e_homo_ev": -9.52, "gap_ev": 9.75, "lumo_ev": 0.224, "total_energy_ev": -233257.4659, "molar_mass_g_mol": 1412.23}